(1)
{
  "formula": "C19H26N8O4",
  "method": "ωB97M-V/def2-TZVPD",
  "elements": ["N", "C", "H", "H", "H", "H", "H", "C", "H", "O", "C", "C", "H", "C", "N", "C", "C", "H", "C", "H", "C", "C", "C", "H", "C", "H", "O", "N", "C", "O", "H", "H", "C", "N", "H", "N", "C", "O", "H", "H", "H", "H", "C", "C", "N", "H", "H", "H", "C", "H", "N", "H", "C", "N", "H", "H", "H"],
  "xyz": [[-2.8458, 6.9078, 2.3208], [-2.9555, 4.7823, -0.5089], [-1.0883, -2.1394, 1.2865], [-0.0083, 6.9773, 0.9088], [6.9294, -5.6436, -0.6711], [-3.6721, -3.4848, -1.5933], [-3.3120, 5.3387, -1.3746], [-1.6121, -0.0720, -2.5696], [-5.0378, -4.1078, -0.6454], [-0.7408, -2.1126, 3.4739], [0.8578, -1.0527, -0.1339], [1.1209, -4.0942, -1.7283], [-1.2410, 1.5439, 1.0257], [-4.1392, -2.3652, 0.1293], [0.4650, -0.7140, 1.2179], [-1.7180, 7.0608, 2.1444], [2.3862, 2.4775, 2.1616], [-0.0185, 8.3096, 2.0813], [-0.2042, 1.7472, 1.3393], [-2.5798, 5.4817, 0.2343], [2.0006, -5.2438, -2.0090], [0.2621, 3.0485, 1.6659], [6.0862, -5.1996, -1.1978], [-5.2390, -2.6543, -1.6444], [2.0569, 1.1321, 1.8694], [-1.6752, -0.4555, 0.9533], [2.0273, -1.1046, -0.3866], [-1.0543, 3.1261, -1.2322], [6.0883, -5.6422, -2.6105], [-1.2115, -0.9232, 2.8959], [2.2985, -5.7196, -1.0753], [5.1614, -5.5077, -0.7125], [-4.5477, -3.2055, -1.0089], [1.4625, 3.4514, 2.0766], [0.2958, 6.6493, 2.6259], [-2.6905, -0.1495, -1.9018], [-0.2726, 7.2619, 1.9267], [-0.1453, -1.2620, -1.0666], [2.8934, -4.9096, -2.5371], [-2.4724, -0.1595, -0.8998], [1.4743, -5.9716, -2.6246], [-3.7870, 4.2292, -0.0743], [-1.8896, 3.8515, -0.9136], [-0.9371, -1.0608, 1.5080], [0.4372, -3.1876, -1.5141], [-1.6917, -0.0309, -3.6715], [0.5669, 0.0207, -2.5901], [-0.1858, 0.9001, -1.2070], [0.7637, 0.6711, 1.4653], [6.1676, -4.1147, -1.1491], [6.0941, -5.9870, -3.7091], [2.8577, 0.3742, 1.9677], [-0.2373, -0.0227, -1.8208], [-3.8192, -1.7036, 1.0161], [-0.6366, -1.9149, 4.4182], [-0.4990, 3.8528, 1.5759], [3.4116, 2.7212, 2.4928]],
  "forces_ev_per_a": [[0.48, 0.03, -0.14], [0.25, -0.26, -0.12], [0.12, 0.81, -0.29], [0.00, -0.02, 0.04], [-0.02, 0.00, -0.04], [0.00, 0.06, 0.03], [0.03, -0.04, 0.00], [0.14, 0.15, 1.27], [0.02, 0.04, 0.03], [0.52, -1.37, 0.50], [0.85, 0.01, 0.55], [0.06, 0.06, -0.05], [0.72, 0.48, 0.29], [0.00, 0.04, -0.02], [-1.01, 0.37, -1.08], [0.10, 0.09, 0.09], [-0.97, -1.14, -0.35], [-0.05, -0.03, -0.01], [2.00, -1.13, 0.69], [-0.04, -0.02, 0.01], [-0.15, 0.38, 0.06], [-1.77, 0.06, -0.34], [0.02, -0.14, -0.53], [0.06, 0.03, 0.03], [0.33, -1.00, -0.06], [0.32, -0.29, 0.60], [-0.44, 0.04, -0.45], [-0.42, 0.40, 0.02], [0.02, 0.04, 0.15], [-0.28, 1.26, -0.92], [-0.05, 0.03, 0.00], [0.03, 0.00, -0.03], [0.10, 0.19, 0.29], [0.33, -0.83, -0.15], [-0.03, -0.03, -0.05], [0.28, 0.02, -0.49], [-0.40, -0.08, 0.10], [-0.08, 4.41, 1.71], [-0.04, -0.01, -0.02], [-0.16, -0.10, -0.14], [0.02, 0.03, 0.01], [0.04, -0.01, -0.01], [-0.05, 0.00, -0.14], [-0.16, -0.89, 0.56], [1.00, -4.48, -0.83], [0.36, -0.03, 0.57], [-0.23, -0.14, 0.69], [-0.11, -0.59, -0.25], [0.13, 3.15, 0.66], [-0.01, -0.03, -0.03], [-0.05, 0.16, 0.52], [-0.59, 0.49, -0.08], [-0.65, 0.24, -1.89], [-0.27, -0.33, -0.44], [-0.13, 0.43, -0.35], [0.59, -0.48, 0.09], [-0.74, -0.01, -0.25]],
  "lowdin_charge": [0.129, -0.048, 0.137, 0.081, 0.079, 0.080, 0.086, -0.176, 0.078, -0.027, -0.506, -0.168, 0.103, -0.249, 0.058, -0.281, -0.137, 0.080, -0.005, 0.032, -0.054, -0.174, -0.068, 0.082, 0.004, 0.085, 0.146, 0.168, -0.281, -0.126, 0.077, 0.068, -0.062, 0.038, 0.080, 0.106, -0.062, -0.164, 0.072, 0.016, 0.082, 0.090, -0.240, -0.209, 0.189, 0.105, 0.130, 0.079, -0.177, 0.082, 0.121, 0.115, -0.135, 0.161, 0.109, 0.091, 0.108],
  "lumo_energy_ev": 0.5,
  "homo_lumo_gap_ev": 9.622,
  "mol_weight_g_mol": 430.5,
  "homo_energy_ev": -9.134,
  "smiles": "[H]/N=C\\COC(=O)N(COO)c1ccncc1.CC#N.CC#N.CC#N.CC#N.CC#N"
}



(2)
{
  "formula": "C19H26NO2",
  "method": "ωB97M-V/def2-TZVPD",
  "elements": ["H", "H", "H", "C", "H", "C", "C", "H", "H", "C", "C", "H", "O", "H", "H", "H", "C", "H", "O", "C", "H", "C", "C", "H", "H", "H", "H", "C", "C", "C", "H", "H", "C", "C", "H", "C", "H", "H", "C", "C", "H", "C", "C", "H", "H", "H", "N", "H"],
  "xyz": [[4.2913, 1.7196, 1.2094], [-2.4721, 0.1899, -0.4177], [-3.8783, -0.8954, -0.6291], [-2.0496, -1.7694, 0.2539], [1.6567, -4.8318, 0.6719], [-1.0360, -0.0189, 1.7952], [-0.9127, -1.2666, 1.1816], [-0.4012, -3.9377, 2.4132], [2.6967, 2.0464, 1.9441], [3.5141, 1.3245, 1.8534], [-1.0763, 3.1235, -2.1499], [-4.3687, 0.6879, 1.2139], [1.7088, -0.0912, 2.9754], [3.1848, -2.7515, 1.9749], [1.9042, 3.4202, -5.1635], [-0.1269, 0.1689, -3.4556], [1.5491, -4.0791, 1.4581], [-0.4786, -3.9556, 0.6417], [3.0645, 0.1402, 1.1827], [2.4352, -2.8829, 1.1939], [-1.2683, 1.0653, -1.4646], [-2.3852, 0.5402, 2.1950], [0.0961, -3.5632, 1.4996], [-2.5397, 0.1822, 3.2400], [-0.2137, 0.3328, 2.4247], [-1.9508, 3.4465, -1.5583], [-1.6554, -2.1412, -0.7193], [-0.7774, 1.7572, -2.1690], [-3.5667, -0.0581, 1.3808], [0.5621, 4.2959, -3.7446], [-0.9241, 5.1733, -2.5838], [1.8159, -4.5643, 2.4027], [1.1614, 3.2094, -4.3778], [-3.0470, -0.6222, 0.0416], [1.2656, 1.1997, -4.8908], [-0.4484, 4.2004, -2.8000], [2.9573, -2.9585, 0.2424], [-4.0340, -0.8639, 1.9765], [1.5183, -1.6451, 1.0780], [0.8298, 1.8835, -4.1444], [1.4637, -1.3096, 0.0218], [2.0640, -0.4582, 1.8591], [-0.0291, 1.2443, -3.2427], [3.9115, 1.0858, 2.8439], [-2.5140, 1.6547, 2.2365], [0.8614, 5.3056, -4.0589], [0.1807, -2.0889, 1.4360], [-2.5389, -2.6445, 0.7282]],
  "forces_ev_per_a": [[0.12, 0.10, 0.05], [-0.28, -0.01, -0.19], [0.35, -0.02, 0.23], [0.21, -0.11, 0.80], [-0.01, 0.09, 0.15], [0.10, -1.90, -0.12], [-1.35, 2.06, 0.72], [0.04, 0.50, -0.30], [0.12, -0.18, 0.07], [0.41, 0.21, -0.08], [-0.23, 0.40, 0.51], [0.49, -0.31, 0.02], [0.71, -0.68, -1.86], [-0.05, 0.04, -0.04], [-0.44, -0.18, 0.44], [0.15, 0.43, 0.50], [-0.51, -0.43, 0.11], [0.15, 0.06, 0.22], [-0.70, 0.00, 0.35], [0.44, 0.77, -0.33], [0.22, 0.47, -0.54], [-1.10, 0.28, -0.13], [-0.37, 0.07, -0.33], [0.30, 0.50, -0.50], [-0.42, -0.33, -0.31], [0.67, -0.37, 0.01], [0.00, 0.28, 0.58], [0.16, 0.41, -1.07], [-0.04, -0.28, -0.04], [0.36, -0.15, -0.03], [0.35, -0.56, 0.11], [-0.09, 0.13, -0.19], [0.13, 0.38, 0.21], [-0.26, -0.02, 0.25], [-0.09, 0.23, 0.56], [-1.05, 0.71, -0.02], [0.21, -0.19, 0.11], [0.17, 0.18, -0.39], [-0.65, 0.10, -0.55], [-0.08, -0.71, -1.02], [0.36, 0.03, 0.22], [-0.34, 0.05, 1.80], [0.14, -0.52, 0.21], [-0.11, 0.08, -0.20], [0.63, -0.83, -0.15], [-0.18, -0.51, 0.16], [1.31, -0.65, 0.28], [0.05, 0.38, -0.26]],
  "lowdin_charge": [0.090, 0.062, 0.115, -0.135, 0.111, -0.024, -0.211, 0.124, 0.098, -0.045, 0.015, 0.108, 0.085, 0.124, 0.139, 0.135, -0.146, 0.108, -0.035, -0.106, 0.101, -0.194, -0.132, 0.121, 0.085, 0.139, 0.119, 0.034, -0.194, -0.003, 0.135, 0.114, -0.001, -0.215, 0.134, -0.005, 0.116, 0.115, -0.200, -0.010, 0.151, -0.439, 0.015, 0.102, 0.109, 0.137, -0.071, 0.121],
  "lumo_energy_ev": -5.5,
  "homo_lumo_gap_ev": 4.138,
  "mol_weight_g_mol": 300.4,
  "total_charge": 1,
  "homo_energy_ev": -9.611
}



(3)
{
  "formula": "C19H27AgN2O2Si",
  "method": "ωB97M-V/def2-TZVPD",
  "elements": ["H", "Si", "C", "H", "C", "C", "C", "H", "H", "C", "C", "H", "H", "C", "N", "O", "C", "H", "C", "H", "H", "H", "H", "N", "H", "H", "H", "C", "C", "H", "H", "C", "Ag", "C", "H", "C", "C", "H", "H", "C", "H", "C", "H", "C", "H", "O", "H", "H", "H", "C", "H", "H"],
  "xyz": [[2.3203, 1.9366, -2.3062], [2.7302, -0.3603, -1.3832], [2.5256, -2.0248, -2.2181], [3.2556, -1.0436, 5.1582], [2.9819, -0.8943, 4.1218], [-2.1427, -1.4773, 2.8227], [2.0247, 0.9152, -2.5740], [4.3480, -0.2628, 1.0902], [1.4676, 1.9271, 2.1406], [1.5171, 2.9712, 1.8314], [-4.5383, 0.4665, 0.4256], [1.4657, -2.2612, -2.3587], [2.3073, 2.4166, -0.0802], [2.2340, -0.5046, 1.3762], [1.8453, -0.3010, 0.0766], [-0.0297, -0.8932, 2.0086], [1.6520, -0.9659, 3.7293], [-0.2606, 1.2091, 3.6649], [1.2992, -0.7616, 2.4110], [4.9872, -0.5845, 3.4213], [4.9521, 0.0866, -2.3487], [2.3846, 0.7203, -3.5911], [-5.3271, -0.1084, -0.0555], [-2.2850, 0.0781, -0.8238], [0.6608, 3.5142, 2.2403], [1.7353, 4.0994, 0.0156], [5.1155, -0.8637, -0.8669], [-3.2682, -1.2138, 3.5956], [3.9388, -0.6405, 3.1485], [-4.7938, 1.5238, 0.3982], [2.9675, -2.8241, -1.6127], [-3.3253, -0.0753, 4.3879], [-0.2522, -0.0059, -0.3556], [-2.2388, 0.7923, 4.4077], [2.4334, 3.4009, 2.2423], [-1.1075, 0.5367, 3.6454], [4.5761, -0.0284, -1.3262], [-2.0733, -2.3677, 2.2079], [0.8815, -1.1848, 4.4594], [3.5752, -0.4603, 1.8228], [-4.0947, -1.9146, 3.5881], [1.5337, 3.0721, 0.3276], [4.8256, 0.8841, -0.7726], [-3.2727, 0.2488, -0.2698], [0.9325, 0.8675, -2.6029], [0.2455, 2.6637, -0.1626], [3.0116, -2.0346, -3.2016], [-2.2685, 1.6813, 5.0264], [0.2315, 2.8258, -1.1117], [-1.0664, -0.6019, 2.8506], [-4.1961, 0.1284, 4.9972], [-4.4349, 0.1541, 1.4631]],
  "forces_ev_per_a": [[-0.04, -0.11, -0.03], [-0.06, -0.10, -0.03], [0.02, -0.16, -0.09], [0.00, 0.00, -0.04], [0.04, 0.02, -0.05], [-0.16, -0.08, 0.05], [0.00, 0.13, -0.11], [-0.08, -0.01, 0.12], [-0.02, 0.01, 0.02], [0.01, 0.03, 0.08], [0.13, 0.03, -0.12], [0.07, 0.00, 0.00], [0.00, 0.02, 0.01], [0.07, -0.03, -0.09], [-0.09, 0.08, 0.28], [-0.16, -0.09, 0.00], [0.05, 0.01, 0.07], [0.01, 0.00, -0.01], [0.03, 0.04, -0.06], [-0.05, 0.00, -0.03], [-0.03, -0.02, 0.06], [-0.01, 0.04, 0.10], [0.01, -0.02, 0.00], [-0.25, 0.07, 0.08], [0.06, -0.02, -0.02], [-0.02, 0.06, -0.05], [0.00, 0.10, -0.06], [0.04, -0.02, -0.07], [-0.04, -0.01, -0.01], [0.02, 0.01, -0.03], [-0.05, 0.07, -0.05], [0.06, 0.01, -0.01], [0.74, -0.14, -0.01], [0.03, 0.02, -0.03], [-0.04, -0.04, 0.01], [-0.03, 0.09, 0.03], [0.21, 0.04, 0.11], [0.00, 0.06, 0.03], [0.00, 0.01, -0.04], [0.01, 0.04, -0.07], [0.00, 0.02, -0.01], [-0.12, -0.12, 0.04], [-0.01, -0.09, -0.09], [-0.42, 0.05, 0.11], [-0.03, 0.03, -0.06], [0.05, 0.21, -0.03], [-0.06, -0.03, 0.10], [0.00, -0.02, -0.02], [0.00, -0.05, -0.01], [0.03, -0.07, -0.02], [0.00, -0.01, -0.01], [0.06, -0.05, 0.04]],
  "lowdin_charge": [0.020, 0.316, -0.189, 0.093, -0.111, -0.017, -0.200, 0.069, 0.051, -0.072, -0.025, 0.017, 0.082, -0.323, -0.156, -0.073, -0.040, 0.114, -0.226, 0.098, 0.031, 0.032, 0.092, 0.070, 0.079, 0.113, 0.029, -0.107, -0.108, 0.093, 0.028, -0.107, 0.777, -0.074, 0.084, -0.008, -0.195, 0.123, 0.117, -0.040, 0.104, -0.313, 0.028, -0.196, -0.006, -0.143, 0.027, 0.105, 0.066, -0.295, 0.099, 0.068],
  "lumo_energy_ev": 0.4,
  "homo_lumo_gap_ev": 6.917,
  "mol_weight_g_mol": 451.4,
  "homo_energy_ev": -6.551
}



Asked for ΔE to the lowest compared entry with this formula, charge and spin across the records above, the calculation gives 826.69 464.70 0.00 kJ/mol in order.